Record 1
# C23H35CoN6O11S

C23H35CoN6O11S as an isolated structure in a non-equilibrium geometry (the ωB97M-V functional and the def2-TZVPD basis, the OMol25 dataset).

Structure (XYZ):
```
77
C23H35CoN6O11S | the OMol25 dataset | the ωB97M-V functional and the def2-TZVPD basis
Co 0.698 -0.389 -0.291
O 4.312 -1.799 0.933
C 3.140 -1.527 0.680
O 2.627 -1.163 -0.443
C 2.070 -1.560 1.845
O 2.234 -2.190 2.880
O 1.027 -0.821 1.574
O -0.879 0.205 -3.950
C -0.346 -0.396 -3.001
O 0.353 0.177 -2.109
C -0.663 -1.867 -2.854
C -0.864 -2.632 -3.962
C -1.401 -3.926 -3.847
C -1.919 -4.362 -2.650
C -1.804 -3.568 -1.530
C -0.960 -2.392 -1.538
O -0.561 -1.858 -0.484
N -2.622 -3.910 -0.387
O -3.091 -5.031 -0.324
O -2.879 -3.045 0.423
N -1.505 -4.776 -5.015
O -1.997 -5.885 -4.889
O -1.098 -4.344 -6.078
H -0.615 -2.239 -4.938
H -2.444 -5.304 -2.592
C -3.042 2.837 -1.455
C -1.713 2.073 -1.210
N -1.987 0.838 -0.490
C -2.876 -0.026 -1.266
C -4.241 0.678 -1.483
N -4.152 2.031 -0.828
C -3.913 1.867 0.649
C -2.576 1.092 0.817
H -3.268 2.939 -2.515
H -3.055 3.821 -0.989
H -1.022 2.679 -0.622
H -1.225 1.817 -2.151
H -3.003 -0.957 -0.721
H -2.427 -0.232 -2.233
H -5.068 0.141 -1.021
H -4.459 0.834 -2.538
H -5.029 2.519 -0.969
H -4.762 1.326 1.061
H -3.880 2.863 1.088
H -2.746 0.131 1.302
H -1.879 1.652 1.434
C 3.706 5.121 0.408
C 2.233 4.981 0.012
N 1.582 3.779 0.517
C 1.019 3.813 1.861
C 1.967 3.353 2.971
C 1.650 2.583 -0.160
C 2.191 2.581 -1.562
N 1.260 1.470 0.345
H 4.191 5.883 -0.207
H 4.228 4.174 0.260
H 3.813 5.410 1.454
H 2.152 4.991 -1.072
H 1.670 5.839 0.385
H 0.123 3.185 1.878
H 0.699 4.840 2.048
H 2.245 2.305 2.846
H 1.477 3.457 3.943
H 2.877 3.954 2.977
H 1.623 3.249 -2.215
H 2.107 1.570 -1.947
H 3.241 2.884 -1.574
H 0.985 1.497 1.322
C -1.273 1.128 5.116
S -0.473 0.563 3.591
C -1.136 -1.116 3.567
H -2.362 1.052 5.045
H -0.994 2.172 5.271
H -0.923 0.537 5.964
H -0.584 -1.741 4.265
H -0.987 -1.499 2.561
H -2.202 -1.097 3.816
```

* ΔE to the lowest compared entry with this formula, charge and spin: 0.0 kJ/mol
* gap between HOMO and LUMO (spin up / spin down): 5.041 / 4.988 eV
* highest occupied orbital energy (spin up / spin down): -4.3 / -4.2 eV
* multiplicity: 2
* net charge: -1
* maximum force: 1.09 eV/Å

---

Record 2
# CH4N2O

One molecule with the formula CH4N2O in a non-equilibrium geometry (the ωB97M-V functional and the def2-TZVPD basis, the OMol25 dataset).

Structure (XYZ):
```
8
CH4N2O | the OMol25 dataset | the ωB97M-V functional and the def2-TZVPD basis
N -0.317 0.661 -1.017
C 0.144 -0.367 -0.183
N 0.519 -0.015 1.116
O 0.157 -1.509 -0.591
H -0.461 0.153 -1.877
H -1.080 1.265 -0.742
H -0.246 0.261 1.717
H 1.284 -0.449 1.578
```

* SMILES: NC(N)=O
* ΔE to the lowest compared entry with this formula, charge and spin: 71.2 kJ/mol
* gap between HOMO and LUMO: 10.449 eV
* highest occupied orbital energy: -9.6 eV
* multiplicity: 1
* maximum force: 1.49 eV/Å

---

Record 3
# C31H46Br3N15

C31H46Br3N15 as an isolated structure in a non-equilibrium geometry (the ωB97M-V functional and the def2-TZVPD basis, the OMol25 dataset).

Structure (XYZ):
```
95
C31H46Br3N15 | the OMol25 dataset | the ωB97M-V functional and the def2-TZVPD basis
C 15.454 7.220 10.215
C 13.998 7.174 10.448
N 12.868 7.087 10.622
H 16.029 6.757 11.016
H 15.788 8.259 10.162
H 15.741 6.748 9.276
C 13.604 11.871 18.487
C 14.277 11.794 17.202
N 14.822 11.748 16.208
H 13.092 10.952 18.688
H 12.910 12.707 18.507
H 14.327 12.027 19.309
C 16.964 9.249 16.711
C 17.509 9.873 15.502
N 17.986 10.376 14.573
H 16.826 10.046 17.443
H 17.556 8.432 17.189
H 15.959 8.909 16.473
C 17.889 11.309 11.268
C 18.534 10.032 11.407
N 19.069 9.026 11.461
H 17.235 11.504 12.106
H 17.213 11.309 10.430
H 18.544 12.176 11.180
C 13.554 6.826 16.962
C 12.901 8.183 16.851
N 12.403 9.212 16.777
H 14.167 6.697 16.083
H 12.724 6.136 16.902
H 14.153 6.740 17.845
C 11.356 13.314 11.190
C 10.093 14.081 11.505
N 9.107 14.594 11.738
H 11.550 13.068 10.135
H 11.297 12.363 11.734
H 12.250 13.820 11.523
C 11.112 7.843 13.640
C 10.911 9.303 13.556
N 10.786 10.444 13.514
H 10.170 7.307 13.581
H 11.609 7.544 14.547
H 11.715 7.488 12.818
C 9.182 10.717 16.910
C 7.831 10.179 16.651
N 6.779 9.764 16.492
H 9.127 11.810 16.900
H 9.886 10.375 16.139
H 9.483 10.308 17.882
C 19.096 13.860 13.916
C 19.120 15.157 14.506
N 19.151 16.177 15.055
H 18.416 13.297 14.540
H 20.070 13.428 13.776
H 18.606 14.062 12.966
C 15.143 15.013 9.642
C 14.189 15.720 10.583
N 13.555 16.268 11.371
H 15.231 13.924 9.647
H 16.164 15.464 9.664
H 14.806 15.318 8.649
C 14.571 10.195 7.575
C 15.942 9.916 7.978
N 17.014 9.638 8.304
H 13.963 9.295 7.437
H 14.417 10.840 6.754
H 14.039 10.691 8.392
C 18.952 6.904 13.728
C 17.557 6.937 14.220
N 16.488 6.955 14.629
H 19.515 6.045 14.084
H 19.430 7.797 14.198
H 19.045 7.093 12.682
C 14.140 10.366 13.360
C 13.778 10.494 11.964
N 13.587 10.593 10.838
H 14.476 9.353 13.498
H 13.299 10.589 13.984
H 14.931 11.087 13.576
C 14.964 15.769 14.432
C 15.348 14.633 13.488
N 15.742 13.731 12.878
H 15.865 16.235 14.850
H 14.210 15.619 15.215
H 14.532 16.511 13.775
C 11.711 13.068 14.719
C 12.023 13.756 15.959
N 12.293 14.299 16.945
H 11.376 13.689 13.878
H 10.998 12.292 14.897
H 12.606 12.522 14.448
C 10.039 9.697 9.570
Br 11.008 8.904 8.065
Br 8.844 8.450 10.363
Br 9.222 11.456 9.222
H 10.813 9.930 10.274
```

* gap between HOMO and LUMO: 10.147 eV
* highest occupied orbital energy: -10.3 eV
* multiplicity: 1
* maximum force: 3.36 eV/Å

---

Record 4
# C4H6N2

One molecule with the formula C4H6N2 in a non-equilibrium geometry (the ωB97M-V functional and the def2-TZVPD basis, the OMol25 dataset).

Structure (XYZ):
```
12
C4H6N2 | the OMol25 dataset | the ωB97M-V functional and the def2-TZVPD basis
C 2.409 -0.055 -0.052
N 1.105 0.351 -0.533
C 0.106 -0.348 -0.066
C -1.442 -0.257 -0.164
N -2.575 -0.720 -0.517
C -2.584 0.631 0.115
H 2.406 -0.723 0.755
H 2.811 0.786 0.452
H 2.907 -0.539 -0.853
H 0.438 -1.278 0.413
H -2.919 0.750 1.061
H -2.661 1.402 -0.612
```

* SMILES: C/N=C/C1=NC1
* ΔE to the lowest compared entry with this formula, charge and spin: 397.6 kJ/mol
* gap between HOMO and LUMO: 10.167 eV
* highest occupied orbital energy: -9.9 eV
* multiplicity: 1
* maximum force: 3.89 eV/Å

---

Record 5
# C4H7NO2

One molecule with the formula C4H7NO2 in a non-equilibrium geometry (the ωB97M-V functional and the def2-TZVPD basis, the OMol25 dataset).

Structure (XYZ):
```
14
C4H7NO2 | the OMol25 dataset | the ωB97M-V functional and the def2-TZVPD basis
C 0.944 -0.339 1.452
O 1.007 1.019 0.992
C -0.184 1.587 0.450
C -0.025 0.952 -0.873
C -0.405 -0.296 -1.057
N -1.108 -1.003 -1.790
O -1.071 -2.374 -1.649
H 1.425 -1.099 0.805
H 1.522 -0.222 2.356
H -0.055 -0.745 1.700
H -0.126 2.691 0.447
H -1.081 1.295 1.017
H 0.727 1.393 -1.516
H -1.581 -2.610 -2.434
```

* SMILES: COCC=C=NO
* ΔE to the lowest compared entry with this formula, charge and spin: 536.9 kJ/mol
* gap between HOMO and LUMO: 9.208 eV
* highest occupied orbital energy: -8.7 eV
* multiplicity: 1
* maximum force: 1.88 eV/Å

---

Record 6
# C34H49AsF5N2O2SeW

C34H49AsF5N2O2SeW as an isolated structure in a non-equilibrium geometry (the ωB97M-V functional and the def2-TZVPD basis, the OMol25 dataset).

Structure (XYZ):
```
95
C34H49AsF5N2O2SeW | the OMol25 dataset | the ωB97M-V functional and the def2-TZVPD basis
W 1.028 0.729 1.040
C 2.300 -0.335 3.831
O 1.364 0.571 3.165
C 1.217 1.847 3.857
C -0.025 2.519 3.360
O -0.007 2.554 1.910
C -0.345 3.844 1.321
H 2.045 -0.379 4.885
H 3.314 0.031 3.696
H 2.185 -1.309 3.379
H 2.105 2.440 3.659
H 1.137 1.666 4.926
H -0.059 3.531 3.757
H -0.921 1.991 3.675
H 0.318 4.612 1.712
H -1.381 4.077 1.554
H -0.211 3.755 0.250
C -3.506 0.966 -4.476
C -2.042 1.400 -4.572
C -1.311 0.494 -5.586
C -1.977 2.863 -5.055
C -1.321 1.285 -3.247
C 0.025 1.643 -3.126
C 0.682 1.481 -1.939
N 0.089 0.980 -0.826
C -1.226 0.664 -0.916
C -1.929 0.802 -2.088
C -1.819 0.129 0.332
C -3.148 -0.167 0.482
C -3.648 -0.685 1.683
C -2.716 -0.860 2.705
C -1.394 -0.548 2.497
N -0.927 -0.062 1.332
C -5.105 -1.070 1.810
C -5.996 0.109 1.380
C -5.341 -2.266 0.860
C -5.469 -1.484 3.236
H -3.975 1.084 -5.453
H -4.072 1.584 -3.772
H -3.604 -0.088 -4.196
H -1.832 0.549 -6.543
H -1.313 -0.551 -5.262
H -0.278 0.811 -5.752
H -2.459 2.932 -6.030
H -0.951 3.218 -5.167
H -2.506 3.531 -4.370
H 0.575 2.051 -3.966
H 1.720 1.745 -1.847
H -2.970 0.518 -2.114
H -3.820 0.005 -0.348
H -3.013 -1.243 3.672
H -0.670 -0.709 3.278
H -5.831 0.403 0.340
H -5.838 0.981 2.020
H -7.042 -0.187 1.472
H -5.166 -1.998 -0.186
H -6.379 -2.590 0.953
H -4.699 -3.112 1.119
H -5.303 -0.675 3.954
H -4.921 -2.372 3.561
H -6.530 -1.735 3.269
F 8.256 1.477 -1.135
C 7.026 1.677 -0.747
C 6.332 0.652 -0.112
F 6.908 -0.518 0.092
C 5.044 0.876 0.301
F 4.422 -0.112 0.934
C 4.407 2.103 0.085
Se 2.675 2.505 0.724
C 5.126 3.110 -0.559
F 4.557 4.283 -0.793
C 6.425 2.904 -0.971
F 7.093 3.862 -1.576
C 3.899 -2.819 2.020
C 3.506 -2.566 0.571
As 1.833 -1.615 0.300
C 0.509 -2.895 0.982
C 0.773 -4.363 0.650
C 1.601 -1.743 -1.644
C 2.336 -2.885 -2.335
H 4.758 -3.490 2.039
H 3.102 -3.307 2.585
H 4.197 -1.905 2.531
H 3.328 -3.498 0.049
H 4.280 -2.025 0.033
H -0.443 -2.574 0.564
H 0.451 -2.759 2.062
H 0.756 -4.547 -0.423
H -0.011 -4.973 1.099
H 1.724 -4.715 1.047
H 1.937 -0.795 -2.056
H 0.525 -1.801 -1.811
H 3.416 -2.772 -2.268
H 2.073 -2.877 -3.393
H 2.068 -3.863 -1.944
```

* ΔE to the lowest compared entry with this formula, charge and spin: 14.9 kJ/mol
* gap between HOMO and LUMO (spin up / spin down): 6.114 / 6.933 eV
* highest occupied orbital energy (spin up / spin down): -16.8 / -16.8 eV
* multiplicity: 3
* net charge: +3
* maximum force: 1.61 eV/Å

---

Record 7
# C6H3N3O2

One molecule with the formula C6H3N3O2 in a non-equilibrium geometry (the ωB97M-V functional and the def2-TZVPD basis, the OMol25 dataset).

Structure (XYZ):
```
14
C6H3N3O2 | the OMol25 dataset | the ωB97M-V functional and the def2-TZVPD basis
C -2.626 -1.726 -1.749
C -1.549 -1.500 -1.290
C 0.136 2.275 1.699
C -0.405 -1.211 -0.595
C -0.508 0.618 0.469
C 0.803 0.485 0.747
N 1.218 1.612 1.487
N 0.841 -1.347 -0.566
N 1.535 -0.498 0.179
O -0.965 1.735 1.091
O 2.753 -0.977 0.704
H -3.525 -1.632 -2.256
H 0.084 3.152 2.178
H 3.288 -0.537 0.056
```

* ΔE to the lowest compared entry with this formula, charge and spin: 739.0 kJ/mol
* gap between HOMO and LUMO: 8.224 eV
* highest occupied orbital energy: -8.6 eV
* multiplicity: 1
* maximum force: 4.55 eV/Å